Density functional theory data (ωB97M-V/def2-TZVPD) for a 2-piece molecular cluster, C4H5NO overall.

Each line ends with the Mulliken charge.
Positions of all 11 atoms, in Å:
C: -1.19149 0.35018 0.51371  -0.73
C: 0.11408 0.35241 0.23232  0.97
C: 0.96336 -0.85158 0.07286  -0.35
O: 2.13088 -0.39603 -0.19514  -0.13
N: 2.20788 1.14119 -0.24942  -0.36
C: 1.01632 1.49284 0.00525  -0.31
H: -1.71458 -0.59210 0.64629  0.25
H: -1.76488 1.26834 0.61208  0.27
H: -1.55749 -2.79216 -0.87244  0.23
H: -0.89305 -2.54130 -0.64201  -0.24
H: 0.75719 2.54483 0.03520  0.40

Charge: 0
Energy relative to the best compared isomer or geometry (same formula, charge and spin) in kcal/mol: 121.1
Kohn-Sham gap in eV: 8.2
DFT total energy in eV: -7761.2764
Maximum force in eV/A: 0.50

Density functional theory data (ωB97M-V/def2-TZVPD) for a 2-piece molecular cluster, HO4S2 overall at a distorted geometry.

Each line ends with the Mulliken charge.
Positions of all 7 atoms, in Å:
O: 1.49891 -1.88415 -0.55350  -0.54
O: 1.79015 0.45282 -1.28142  -0.50
O: -0.30343 -0.78977 -1.86000  -0.52
O: -0.97874 1.15162 2.62879  -0.52
S: -0.85257 1.12410 1.10335  0.22
S: 0.86724 -0.63551 -0.96265  0.73
H: -2.02156 0.58089 0.92542  0.13

Charge: -1
Kohn-Sham gap (alpha / beta) in eV: 5.9 / 8.9
DFT total energy in eV: -29876.0967
Maximum force in eV/A: 1.91

Look up the DFT total energy of the first one.
-7761.2764 eV